{"formula": "C33H88O11", "method": "the ωB97M-V functional and the def2-TZVPD basis", "symbols": ["C", "C", "C", "O", "H", "H", "H", "H", "H", "H", "H", "H", "C", "C", "C", "O", "H", "H", "H", "H", "H", "H", "H", "H", "C", "C", "C", "O", "H", "H", "H", "H", "H", "H", "H", "H", "C", "C", "C", "O", "H", "H", "H", "H", "H", "H", "H", "H", "C", "C", "C", "O", "H", "H", "H", "H", "H", "H", "H", "H", "C", "C", "C", "O", "H", "H", "H", "H", "H", "H", "H", "H", "C", "C", "C", "O", "H", "H", "H", "H", "H", "H", "H", "H", "C", "C", "C", "O", "H", "H", "H", "H", "H", "H", "H", "H", "C", "C", "C", "O", "H", "H", "H", "H", "H", "H", "H", "H", "C", "C", "C", "O", "H", "H", "H", "H", "H", "H", "H", "H", "C", "C", "C", "O", "H", "H", "H", "H", "H", "H", "H", "H"], "positions_angstrom": [[-2.688980, 4.455702, -0.661675], [-1.367450, 4.505191, -1.395983], [-0.278346, 3.744748, -0.616443], [-1.552468, 3.853665, -2.646132], [-3.392509, 5.182519, -1.067723], [-2.585557, 4.693495, 0.397022], [-3.093324, 3.444245, -0.621961], [-1.160936, 5.561995, -1.565125], [-0.468257, 2.680836, -0.758247], [-0.336009, 3.922396, 0.457428], [0.756982, 3.967190, -0.874734], [-0.707557, 3.428816, -2.811139], [-3.178572, 1.682838, 1.839273], [-3.953305, 0.490702, 2.356937], [-4.253083, 0.596081, 3.858662], [-5.136108, 0.171620, 1.691184], [-3.814713, 2.564370, 1.918749], [-2.969573, 1.485238, 0.787902], [-2.224592, 1.815913, 2.349489], [-3.417816, -0.456703, 2.295626], [-5.144834, 1.168293, 4.114532], [-3.403175, 1.012466, 4.399384], [-4.403296, -0.416154, 4.234034], [-5.457401, -0.689573, 1.968187], [0.656660, 0.215463, 1.509721], [-0.500403, -0.024934, 0.583178], [-0.561824, 0.837901, -0.705797], [-0.520735, -1.377001, 0.213057], [0.543920, -0.299729, 2.463650], [0.681777, 1.261398, 1.815515], [1.613591, -0.020205, 1.044072], [-1.432591, 0.148761, 1.120733], [-0.904553, 0.238705, -1.549358], [0.447039, 1.195925, -0.911069], [-1.171598, 1.725301, -0.536085], [-0.674386, -1.880089, 1.016118], [0.045130, 1.438234, -3.323741], [0.043925, 2.689911, -4.217424], [-1.217015, 3.025908, -5.040691], [0.395430, 3.791584, -3.316050], [0.063585, 0.571012, -3.983803], [-0.868566, 1.411511, -2.729984], [0.937082, 1.378751, -2.700065], [0.883200, 2.628311, -4.910182], [-0.964753, 3.882641, -5.665567], [-1.914688, 3.387833, -4.285453], [-1.688346, 2.219406, -5.602387], [1.350921, 3.735335, -3.242023], [1.716741, 0.035022, -2.159157], [2.552811, -1.205897, -2.620964], [2.497343, -1.334178, -4.104946], [3.934277, -0.992971, -2.261937], [1.782464, 0.255718, -1.093753], [0.674522, -0.066834, -2.461636], [2.104640, 0.943772, -2.619399], [2.088450, -2.106354, -2.218907], [2.960629, -0.612058, -4.777255], [1.496833, -1.381712, -4.534837], [2.937647, -2.307768, -4.320240], [4.185463, -0.070578, -2.349683], [1.653429, -2.173405, 2.580555], [2.529591, -1.139184, 3.182807], [3.661981, -0.528584, 2.280771], [1.702376, -0.156761, 3.688789], [2.219360, -3.043110, 2.246737], [1.064871, -1.987859, 1.682075], [0.913362, -2.667875, 3.209756], [3.013182, -1.632824, 4.025762], [3.957473, 0.479389, 2.571948], [3.314207, -0.465582, 1.249661], [4.502572, -1.222406, 2.290659], [2.096636, 0.707438, 3.549797], [-0.855564, 1.231794, 4.003855], [-0.616964, 0.475605, 5.350374], [-1.780854, 0.495430, 6.378981], [-0.290612, -0.877425, 5.201256], [-0.090499, 0.977060, 3.270463], [-0.765770, 2.311948, 4.119199], [-1.854780, 0.984520, 3.645353], [0.267143, 0.959381, 5.765597], [-1.703964, -0.176805, 7.233536], [-2.722019, 0.148550, 5.952385], [-1.854119, 1.498482, 6.799229], [0.306157, -1.018388, 4.462601], [-1.774337, -1.655275, 3.309954], [-1.889423, -2.950893, 2.467233], [-2.757703, -2.719713, 1.192884], [-0.681000, -3.478776, 2.149662], [-1.467541, -1.832075, 4.340844], [-2.740732, -1.180055, 3.478311], [-1.172606, -0.995633, 2.684758], [-2.341102, -3.711102, 3.104547], [-3.276443, -3.635023, 0.907917], [-2.145822, -2.451422, 0.331651], [-3.559928, -1.981799, 1.197217], [-0.901629, -4.403427, 2.015692], [2.604729, 2.852169, -1.026051], [3.035427, 1.935351, 0.106630], [4.255336, 1.094165, -0.390950], [3.460010, 2.501085, 1.270832], [1.612040, 3.283448, -0.896946], [2.681544, 2.276637, -1.948524], [3.376580, 3.618996, -0.960276], [2.182466, 1.275631, 0.265750], [4.105009, 0.473762, -1.274470], [4.419287, 0.352438, 0.390756], [5.132704, 1.740900, -0.399723], [4.294020, 2.976343, 1.258692], [-0.374692, -2.964493, -5.448031], [-0.233079, -2.550690, -3.974665], [-0.720620, -1.101232, -3.707185], [-0.851238, -3.310997, -2.994761], [-1.448098, -3.014229, -5.630847], [0.058149, -3.961451, -5.530647], [0.141395, -2.313274, -6.153490], [0.844716, -2.660247, -3.854477], [-0.674772, -0.895676, -2.637726], [-1.686984, -0.998441, -4.200806], [-0.082168, -0.340384, -4.156183], [-0.599627, -2.902025, -2.163474], [1.072831, -4.242579, -1.877161], [0.413388, -3.501722, -0.776836], [1.286329, -3.141519, 0.360469], [-0.209270, -2.424058, -1.313834], [0.762783, -5.281805, -1.767710], [2.127043, -4.408799, -1.655512], [1.121525, -3.919113, -2.916910], [-0.373082, -4.136865, -0.369233], [0.652733, -2.814280, 1.184833], [1.903096, -2.281271, 0.100320], [1.952049, -3.930228, 0.710980], [-0.144225, -1.673729, -0.718549]], "forces_ev_per_a": [[-0.2, 0.0, 0.8], [-0.3, -0.6, 0.1], [-0.7, 1.3, 0.3], [-4.4, 0.8, 2.8], [-0.2, -0.4, -0.2], [0.3, 0.4, 0.1], [-0.2, 0.0, -0.5], [0.6, 0.1, 0.0], [1.0, 2.3, -0.2], [-0.2, 0.2, 0.2], [-2.3, 1.4, -0.2], [-1.2, 0.4, 1.4], [-1.0, -0.4, -1.1], [0.2, -1.2, 2.1], [0.1, 0.2, 0.1], [-1.3, 1.0, -1.6], [0.2, 0.2, 0.0], [-0.1, 0.4, -0.2], [-0.6, 0.2, -0.3], [0.8, 1.0, -0.5], [0.0, 0.2, -0.3], [-0.4, 0.0, 0.0], [-0.2, -0.1, 0.3], [0.1, 0.0, 0.1], [-0.9, 0.8, -0.8], [-0.8, 1.9, 0.0], [0.1, -1.5, 2.0], [-2.7, 6.7, 9.5], [-0.3, 0.1, -1.6], [0.2, 0.3, -0.5], [-0.6, -0.3, 0.3], [0.0, 0.1, 0.1], [-0.3, 0.3, 0.9], [-0.9, 0.1, 0.2], [-0.9, -1.8, 0.0], [0.1, -0.5, -0.2], [-1.0, 4.0, -2.2], [0.9, -1.2, -1.0], [0.3, 0.6, 1.0], [4.6, 0.8, -2.7], [0.6, 4.1, 0.8], [0.1, 0.2, -0.7], [-2.5, 2.5, -1.4], [0.1, -0.2, -0.1], [-0.1, -0.2, -0.3], [-0.4, -0.2, -0.9], [0.6, -0.2, 0.0], [0.3, 0.0, 0.1], [2.3, -3.3, 0.4], [-0.2, 3.0, -0.1], [-0.3, -0.7, -2.0], [-0.3, -2.2, 0.1], [0.3, -0.9, -0.3], [1.7, -1.1, 0.9], [1.1, -1.3, -0.2], [0.9, 0.1, 0.5], [0.7, 0.5, 0.7], [0.5, 0.2, 0.4], [0.2, 0.0, -0.4], [-0.3, -0.5, -1.4], [0.5, -1.0, 0.7], [2.0, -0.4, 0.1], [-1.2, -1.4, 0.2], [0.8, 1.6, 2.1], [0.6, 0.4, 0.5], [1.9, 2.6, 2.6], [0.4, 0.6, 0.9], [0.4, 0.1, 0.2], [0.0, -0.2, 0.3], [0.0, -0.3, 0.4], [0.2, 0.2, 0.0], [0.1, 0.2, 0.2], [-0.4, -0.6, 1.1], [0.3, 0.5, 0.5], [0.2, 0.3, -0.3], [0.3, -0.4, 1.2], [-0.8, 0.1, 0.8], [-0.3, 0.1, 0.4], [0.9, 0.0, 0.1], [0.0, 0.3, 0.5], [1.0, -0.1, -0.1], [0.0, 0.4, -0.3], [-0.4, 0.1, -0.2], [0.2, 0.4, 0.2], [-0.8, -1.9, -0.8], [-4.3, 1.7, 1.5], [-0.3, -0.9, -0.4], [1.0, -1.2, -0.1], [0.5, -0.2, -1.0], [0.3, -0.6, -0.3], [0.1, 0.3, 0.9], [-0.8, 0.2, 0.1], [0.1, -0.3, 0.0], [-0.5, -0.3, 0.1], [0.2, 0.2, 0.6], [0.7, -0.3, -0.4], [1.3, 0.4, 0.8], [1.3, -1.8, -3.0], [-0.6, -0.1, 1.0], [-1.1, 1.1, 2.6], [2.1, -1.3, -0.2], [0.2, 0.7, 0.1], [-0.1, 0.5, -0.7], [0.7, 0.5, 0.7], [0.1, 1.6, 1.5], [0.6, 0.3, -0.4], [0.1, 0.1, -0.5], [0.0, -0.1, -0.7], [-0.9, -0.6, 1.1], [-0.3, 0.7, 0.5], [0.5, -2.1, -1.7], [-3.9, -4.4, -8.5], [0.0, -0.1, -0.6], [-0.2, -0.1, -0.2], [-0.1, 0.2, 0.2], [-0.3, 0.3, 0.5], [-0.9, -0.3, -0.8], [-0.3, 0.2, 0.5], [-0.9, -4.2, -1.0], [-1.4, 0.4, -1.3], [2.9, -3.0, -0.1], [0.4, -1.7, 0.3], [0.0, -0.6, -1.5], [3.8, -0.9, -0.9], [-0.5, -0.1, -0.9], [0.6, 0.4, 0.5], [-0.5, -0.3, 0.8], [-0.2, -0.5, 0.1], [0.4, -2.9, -2.7], [0.4, 0.0, -0.2], [-0.3, -0.2, -0.4], [1.2, 0.2, -1.8]], "lowdin_charge": [-0.055, -0.408, -0.047, -0.130, 0.081, 0.071, 0.069, 0.137, 0.016, 0.104, 0.032, -0.092, -0.029, -0.515, -0.048, -0.025, 0.101, 0.071, 0.052, 0.058, 0.095, 0.044, 0.083, 0.093, -0.067, -0.289, -0.022, 0.001, 0.039, 0.114, 0.071, 0.113, 0.081, 0.053, 0.067, 0.081, -0.101, -0.330, -0.014, -0.061, 0.025, 0.102, 0.011, 0.139, 0.085, 0.064, 0.087, 0.112, -0.083, -0.348, -0.057, -0.056, 0.073, 0.024, 0.074, 0.112, 0.098, 0.046, 0.104, 0.047, -0.096, -0.406, -0.004, -0.122, 0.101, -0.001, 0.109, 0.142, 0.086, 0.040, 0.098, 0.121, -0.043, -0.418, -0.029, -0.113, 0.029, 0.106, 0.017, 0.124, 0.079, 0.051, 0.082, 0.040, -0.008, -0.430, 0.011, -0.066, 0.095, 0.059, 0.068, 0.143, 0.089, 0.084, 0.072, 0.141, -0.030, -0.504, -0.016, -0.017, 0.007, 0.067, 0.107, 0.070, 0.028, 0.050, 0.101, 0.108, -0.025, -0.496, -0.020, -0.065, 0.080, 0.080, 0.078, 0.052, 0.063, 0.122, 0.014, -0.235, -0.037, -0.412, -0.070, 0.005, 0.100, 0.085, 0.078, 0.151, -0.003, 0.121, 0.124, -0.158], "homo_energy_ha": -0.2976, "total_charge": 0, "max_force_ev_per_a": 11.964, "energy_ev": -58143.992, "de_lowest_kj_mol": 2694.7, "gap_ev": 8.4}